Below is C18H37OP3SSn as an isolated structure, with properties calculated with ωB97M-V/def2-TZVPD.

Geometry as XYZ:
```
61
Properties=species:S:1:pos:R:3:forces:R:3
Sn -0.151271 -0.096075 -0.702213 0.01 2.06 0.33
P 1.896274 0.994973 0.693582 1.16 0.46 0.42
P -2.044279 1.661957 0.032919 -1.53 0.88 0.49
P 0.683540 1.293180 -2.856914 0.50 0.65 -1.23
H -1.072796 -2.762251 -0.199878 0.41 0.26 0.07
C -0.257342 -2.481726 -0.875300 1.03 -0.44 -0.03
C 1.100970 -2.521197 -0.525705 -0.40 -0.95 -0.07
H 1.453061 -2.702426 0.498524 -0.34 0.15 -0.36
C 2.141385 0.452658 2.413584 -0.41 -0.36 0.01
C 1.832835 2.819403 0.843182 -0.65 0.13 -0.30
C 3.523246 0.710176 -0.101552 -0.30 -0.38 -0.36
C -3.646838 1.136426 -0.658035 0.25 -0.35 -0.34
C -2.432717 1.862703 1.805703 0.53 -0.25 0.29
C -1.827431 3.381909 -0.527899 0.55 -0.04 -0.23
C 1.961085 0.317695 -3.720296 -0.01 -0.32 0.08
C 1.453813 2.953852 -2.782150 0.06 0.16 0.53
C -0.714394 1.571562 -3.999322 -0.40 -0.35 0.10
H -0.547340 -2.556674 -1.927624 0.16 0.09 0.62
H 1.879194 -2.500902 -1.297738 -0.32 0.12 0.21
H 2.133658 -0.643400 2.482396 0.08 0.27 0.08
H 1.354948 0.862980 3.061242 0.18 -0.13 -0.13
H 3.113580 0.827595 2.766108 -0.22 -0.05 -0.19
H 0.993999 3.115421 1.490254 0.25 -0.04 -0.15
H 1.715241 3.305978 -0.136882 0.06 -0.17 0.39
H 2.767573 3.184542 1.299888 -0.23 -0.33 -0.10
H 3.739247 -0.363831 -0.137467 0.04 0.17 0.01
H 4.311557 1.205701 0.480381 -0.28 -0.05 0.01
H 3.551472 1.107861 -1.124082 -0.03 -0.06 0.27
H -4.381716 1.948734 -0.571708 0.26 -0.10 0.09
H -4.017728 0.264702 -0.101565 0.07 0.17 -0.22
H -3.533966 0.883801 -1.720444 -0.17 0.00 0.22
H -3.148093 2.689752 1.935475 0.19 -0.19 -0.26
H -1.521771 2.109574 2.368264 -0.27 -0.04 0.00
H -2.887832 0.956466 2.223114 0.14 0.18 -0.10
H -2.688859 3.978370 -0.195668 0.13 -0.25 -0.05
H -1.765355 3.430234 -1.621260 -0.02 0.07 0.22
H -0.918716 3.811768 -0.085971 -0.22 -0.03 -0.14
H 2.091763 0.666276 -4.751620 -0.12 0.08 0.18
H 1.693614 -0.744229 -3.753004 0.16 0.21 0.00
H 2.921879 0.436342 -3.204367 -0.21 -0.07 -0.08
H 1.673627 3.328721 -3.794772 -0.20 -0.36 0.14
H 2.405591 2.923997 -2.236313 -0.24 0.02 -0.11
H 0.777593 3.671326 -2.299470 0.18 -0.14 -0.10
H -0.382170 1.666475 -5.043837 0.12 0.01 0.36
H -1.237994 2.496394 -3.722898 0.15 -0.22 -0.04
H -1.423893 0.735794 -3.941977 0.09 0.29 -0.07
C -0.769229 -3.043501 -5.878618 0.26 0.07 0.31
C -1.790133 -2.880707 -6.831485 -1.05 -0.09 -1.44
C -1.942088 -3.783006 -7.889543 -0.59 1.62 0.94
C -1.034677 -4.840461 -8.038615 -0.32 -0.25 -0.52
C 0.055204 -4.943386 -7.163829 1.24 0.68 1.78
C 0.199531 -4.039357 -6.101041 0.54 -1.43 -0.66
S -0.736436 -1.961363 -4.485547 -0.05 -1.29 -0.33
H -0.218454 -2.844845 -3.556196 -0.03 0.41 -1.19
H -2.455740 -2.029639 -6.710956 -0.17 -0.28 -0.19
H -2.763653 -3.645037 -8.595559 0.26 -0.09 0.24
H -1.160431 -5.559500 -8.853507 0.07 0.22 0.26
H 0.804072 -5.721150 -7.323295 -0.19 0.25 0.10
H 1.059080 -4.059666 -5.436941 -0.06 -0.36 -0.19
O -1.035282 -1.111902 2.975585 0.74 0.50 -3.28
C -0.780006 -0.929267 1.875563 -0.79 -0.68 3.74
```
Positions in Å, forces in eV/Å.

The energy relative to the best compared isomer or geometry (same formula, charge and spin) comes out at 0.0 kcal/mol. For the orbital gap (spin up / spin down), the calculation gives 6.79 / 5.12 eV. Its molecular weight is 513.19 g mol⁻¹. As for the net charge: +4.


Below is a 4-piece molecular cluster, C26H47FN2O13P3 overall, with properties calculated with ωB97M-V/def2-TZVPD.

Geometry as XYZ:
```
92
Properties=species:S:1:pos:R:3:forces:R:3
C 7.089473 -3.142275 1.658672 0.30 0.08 0.18
O 6.181770 -2.074884 1.520096 -0.09 -0.17 -0.01
C 5.509200 -2.079311 0.280283 -0.15 0.56 0.06
C 4.230316 -1.276029 0.411458 0.35 -0.04 0.03
C 3.563279 -1.091922 -0.940568 -0.44 -0.48 0.27
C 2.154306 -0.524950 -0.836062 0.17 0.69 -0.64
C 2.152126 0.993102 -0.558353 -0.26 -0.39 1.11
C 1.557716 1.299555 0.819648 -0.07 0.18 -0.36
C 0.033973 1.277835 0.805458 0.16 0.45 0.83
C -0.536197 1.269437 2.236474 -0.39 -0.77 -0.05
C -1.228742 -0.073541 2.537469 0.51 0.55 -0.04
C -2.433262 -0.245130 1.621850 -0.16 0.03 0.49
N -2.557961 -1.561414 0.926289 -0.09 -0.37 -0.37
C -3.677638 -1.933004 0.290263 -0.95 -0.27 -0.51
P -5.235919 -0.982178 0.157133 -1.06 1.05 0.78
O -5.495377 -0.233893 1.370482 0.23 0.03 0.17
O -5.095719 -0.075541 -1.137633 0.59 -0.72 0.00
O -6.410413 -2.010666 -0.134033 1.12 -0.45 -0.35
N -3.502589 -3.138420 -0.267678 0.90 0.06 0.40
C -2.226995 -3.588617 -0.004899 1.21 0.37 0.40
P -1.459095 -5.170953 -0.488465 -0.96 -0.38 -0.67
P -0.721048 -5.964385 1.434442 -0.35 -1.13 0.40
O -1.460037 -7.202892 1.622565 -0.25 0.00 -0.19
O 0.861823 -6.135246 1.347662 -0.20 0.73 -0.07
O -0.995466 -4.941745 2.620243 0.68 0.29 -0.27
C -1.654299 -2.578337 0.724990 -0.75 0.05 -0.25
F -0.437283 -2.533137 1.170241 0.24 -0.05 0.01
H 7.827423 -2.854133 2.401246 0.04 0.04 0.13
H 6.600790 -4.054356 2.007255 -0.15 -0.09 -0.09
H 7.625862 -3.353947 0.733163 -0.01 0.00 -0.17
H 6.130154 -1.589985 -0.478010 0.19 -0.19 -0.13
H 5.281200 -3.093793 -0.055387 0.04 -0.17 0.02
H 4.488935 -0.324662 0.875735 -0.05 0.17 0.01
H 3.572072 -1.793837 1.110968 -0.18 -0.05 0.02
H 3.508815 -2.073774 -1.417870 0.04 -0.08 -0.13
H 4.144397 -0.456153 -1.602374 0.15 0.07 -0.07
H 1.650767 -0.678592 -1.789759 -0.07 -0.20 -0.09
H 1.580733 -1.048234 -0.067853 -0.03 -0.14 0.11
H 3.159483 1.398356 -0.572609 0.18 -0.04 -0.29
H 1.577045 1.507085 -1.312531 -0.01 0.22 -0.16
H 1.859925 2.288986 1.161831 0.11 0.10 0.05
H 1.939629 0.587598 1.553608 0.03 -0.13 0.09
H -0.318594 0.410399 0.244359 -0.08 -0.07 -0.16
H -0.320014 2.183518 0.319146 -0.01 -0.06 -0.43
H -1.252149 2.068692 2.417143 0.04 0.21 -0.04
H 0.263631 1.357377 2.965416 0.12 0.29 0.07
H -0.461959 -0.830110 2.423863 -0.12 -0.18 -0.05
H -1.544498 -0.089882 3.575678 -0.15 -0.15 0.11
H -3.340848 -0.126084 2.202667 -0.18 -0.20 -0.01
H -2.489098 0.522463 0.856772 0.27 -0.01 -0.25
H -4.565548 -0.504199 -1.825746 -0.09 0.39 -0.29
H -6.275978 -2.512378 -0.950443 -0.56 -0.01 -0.11
H -4.170513 -3.679843 -0.793189 -0.18 -0.01 0.07
H -0.335820 -4.711572 -1.210293 0.14 0.32 0.40
H 1.164551 -6.140728 0.431889 0.36 -0.14 0.04
H -0.180789 -4.494792 2.891659 -0.08 0.14 0.18
O 3.293465 0.635672 -4.101728 0.03 -0.06 0.13
C 2.978610 1.787996 -4.193574 -0.12 -0.12 -0.22
O 2.516341 2.493871 -3.139333 0.02 0.15 -0.23
C 2.112010 3.814020 -3.558065 0.05 0.30 -0.11
C 2.875323 4.066441 -4.851812 -0.01 -0.13 -0.12
C 2.983809 2.657894 -5.436799 0.17 0.40 0.27
H 1.029431 3.813425 -3.708948 0.01 -0.07 -0.04
H 2.358297 4.525524 -2.776671 -0.05 -0.18 0.13
H 2.384826 4.785493 -5.504207 -0.06 -0.02 0.02
H 3.872454 4.444831 -4.622490 -0.01 0.02 0.03
H 2.117127 2.397007 -6.045991 0.03 -0.07 -0.04
H 3.894930 2.502653 -6.006940 -0.08 -0.19 -0.09
O 2.647030 5.703381 -0.906119 -0.01 -0.01 -0.08
C 3.832140 5.723996 -0.731827 -0.10 0.08 0.32
O 4.644858 4.749579 -1.197395 0.05 -0.01 -0.07
C 5.997974 4.974670 -0.752547 0.17 0.07 0.04
C 6.068464 6.463034 -0.436131 -0.08 0.06 0.06
C 4.641907 6.753223 0.030919 0.37 -0.04 -0.32
H 6.177613 4.352644 0.126198 -0.03 0.01 0.02
H 6.682279 4.673608 -1.541175 -0.11 -0.08 -0.07
H 6.836305 6.709010 0.293460 -0.01 -0.06 0.03
H 6.277688 7.025272 -1.346783 0.02 -0.01 -0.01
H 4.512736 6.572069 1.098850 -0.07 0.04 0.01
H 4.311709 7.757838 -0.215307 -0.17 -0.01 0.14
O -12.284492 -3.187795 2.556440 -0.07 -0.08 -0.11
C -11.229425 -2.716909 2.269418 -0.03 0.06 0.32
O -10.378816 -3.306661 1.384283 0.05 0.01 -0.07
C -9.149028 -2.574788 1.315852 -0.01 0.10 0.05
C -9.485359 -1.169315 1.800340 -0.01 0.07 0.13
C -10.597383 -1.446421 2.811281 0.21 0.09 -0.46
H -8.414391 -3.068679 1.957693 0.01 0.01 0.01
H -8.789663 -2.587331 0.291736 -0.11 -0.14 -0.06
H -8.626955 -0.640448 2.210682 0.03 -0.06 0.01
H -9.880608 -0.578155 0.973060 0.01 -0.01 -0.02
H -10.205805 -1.653650 3.807841 -0.07 0.01 0.04
H -11.330969 -0.647897 2.861439 -0.09 -0.08 0.18
```
Positions in Å, forces in eV/Å.

For the orbital gap, the calculation gives 7.42 eV. Its molecular weight is 707.58 g mol⁻¹. As for the net charge: +1.


Below is a 3-piece molecular cluster, C13H31N2O5S2 overall, with properties calculated with ωB97M-V/def2-TZVPD.

Geometry as XYZ:
```
53
Properties=species:S:1:pos:R:3:forces:R:3
C 3.870576 -3.977321 3.935065 -0.56 -0.05 -0.05
C 2.904593 -4.150935 2.758353 0.18 -0.29 0.78
N 1.807527 -5.095732 3.159925 0.14 0.23 -0.59
N 0.539137 -4.702995 2.571008 -0.03 -0.46 -0.25
C -0.378926 -4.005278 3.535608 0.42 0.43 0.43
C 0.267481 -2.848957 4.288443 -0.47 0.32 -0.25
C 0.099518 -1.509719 3.542161 0.54 -0.17 0.35
O 1.292462 -0.737728 3.546849 0.10 -0.52 -0.61
H 4.900611 -3.985440 3.606886 0.17 0.13 -0.01
H 3.708594 -4.790176 4.633974 0.18 -0.21 0.09
H 3.643986 -3.064378 4.473981 0.18 0.20 0.09
H 2.450155 -3.201622 2.502677 -0.03 0.14 -0.27
H 3.446342 -4.551684 1.909572 -0.14 0.06 -0.37
H 2.037978 -5.976274 2.705247 -0.15 -0.13 0.28
H 0.061016 -5.560134 2.285093 -0.02 0.05 -0.03
H 0.663684 -4.167050 1.703245 0.00 0.22 0.04
H -0.728576 -4.746919 4.240108 -0.04 -0.35 -0.10
H -1.195000 -3.626915 2.930001 -0.31 -0.16 -0.06
H 1.311901 -3.004815 4.532445 0.11 -0.22 -0.01
H -0.252793 -2.782655 5.237502 0.01 -0.06 0.23
H -0.645145 -0.906397 4.046400 -0.22 0.11 -0.13
H -0.221393 -1.726777 2.521911 -0.17 0.25 -0.20
H 1.861612 -1.148399 2.873926 0.02 0.55 0.38
C -0.796573 0.880317 -1.726566 0.06 -0.02 0.17
C 0.213169 1.295829 -0.644096 -0.08 -0.09 -0.19
C 0.640933 0.013322 0.077305 0.12 0.37 0.28
S 0.476634 -1.321716 -1.104009 0.15 0.43 -0.23
O -0.539497 -2.228209 -0.605202 0.13 -0.31 0.19
O 1.785367 -1.820034 -1.451941 -0.09 -0.31 0.16
C -0.189952 -0.331500 -2.430667 -0.21 0.16 -0.06
H -0.991276 1.682488 -2.432106 0.02 -0.14 0.03
H -1.744859 0.602350 -1.261148 -0.02 0.01 -0.04
H 1.082858 1.763567 -1.108921 -0.01 -0.02 -0.03
H -0.213433 2.016384 0.052000 0.01 -0.03 0.02
H 1.675407 0.054877 0.412187 0.01 -0.11 0.01
H -0.011768 -0.222735 0.915646 -0.04 0.03 -0.04
H -0.910558 -0.919848 -2.993703 0.04 -0.09 0.02
H 0.643171 -0.044389 -3.071354 0.04 -0.05 0.02
C -3.025202 6.026254 -4.621796 0.02 -0.03 0.11
C -2.031916 6.468043 -3.538344 -0.01 -0.02 -0.06
C -1.626040 5.214577 -2.751502 0.01 0.34 0.09
S -1.784800 3.838188 -3.895229 -0.02 0.39 -0.24
O -2.830635 2.963693 -3.421625 0.12 -0.15 0.04
O -0.475814 3.318027 -4.213252 -0.09 -0.24 0.14
C -2.411439 4.789545 -5.271449 -0.14 0.22 -0.12
H -3.201880 6.811797 -5.353908 0.00 0.00 -0.01
H -3.983604 5.769924 -4.165692 -0.01 -0.01 -0.03
H -1.151311 6.908953 -4.008608 0.00 -0.02 -0.01
H -2.461132 7.220105 -2.878910 0.01 0.00 0.01
H -0.598388 5.258699 -2.399353 0.01 -0.12 0.00
H -2.297550 5.024732 -1.916178 -0.03 -0.09 -0.04
H -3.123031 4.185669 -5.829322 0.06 -0.11 0.04
H -1.562211 5.049413 -5.902625 0.03 -0.04 0.02
```
Positions in Å, forces in eV/Å.

For the orbital gap, the calculation gives 9.34 eV. Its molecular weight is 359.53 g mol⁻¹. As for the net charge: +1.


Below is a single C3H4N4O molecule, with properties calculated with ωB97M-V/def2-TZVPD.

Geometry as XYZ:
```
12
Properties=species:S:1:pos:R:3:forces:R:3
C -0.280587 -0.950413 -0.171151 1.76 2.91 -1.10
C -0.333492 1.545510 0.590606 0.82 0.86 1.41
C -1.088936 -2.044126 -0.183918 -3.83 -5.40 -1.05
H 2.360595 -0.251304 -1.315265 3.44 -1.52 -3.09
H -1.780287 0.088118 0.574163 1.44 -0.16 0.33
H -1.314945 2.241449 0.827002 2.58 -1.87 -0.94
H 1.720006 1.319021 0.608740 -3.39 2.33 0.05
N 0.681639 -1.063326 -0.997422 2.31 -0.32 0.52
N -0.733114 0.109971 0.556617 -1.76 2.79 0.78
N 0.845229 2.075587 0.669224 -0.22 -2.99 -0.16
N -1.734019 -3.005908 -0.357101 1.34 2.23 0.74
O 1.657912 -0.064580 -0.801495 -4.49 1.13 2.51
```
Positions in Å, forces in eV/Å.

The energy relative to the best compared isomer or geometry (same formula, charge and spin) comes out at 104.1 kcal/mol. For the orbital gap, the calculation gives 9.50 eV. Its molecular weight is 112.09 g mol⁻¹.


Below is a 2-piece molecular cluster, C3H4ClNO2 overall, with properties calculated with ωB97M-V/def2-TZVPD.

Geometry as XYZ:
```
11
Properties=species:S:1:pos:R:3:forces:R:3
C -2.606251 0.869956 0.287615 0.01 0.52 -0.03
C 0.796414 -1.651394 0.263924 -1.66 -0.14 1.37
C 1.267213 0.715692 -0.399672 1.18 1.21 -0.02
N -1.875040 1.757821 0.312510 0.08 -0.21 0.02
O 0.112972 -1.974262 -0.665317 0.47 -0.07 -0.44
O 1.307663 -0.460776 0.518550 1.05 1.96 -0.33
Cl -3.757158 -0.273910 0.239848 -0.08 -0.32 0.00
H 2.352301 1.198853 -0.539789 -2.02 -2.00 -0.01
H 0.804921 1.614992 0.110359 -0.24 -1.66 -0.29
H 0.740060 0.467818 -1.360496 0.72 0.23 1.05
H 0.856907 -2.264790 1.232468 0.48 0.49 -1.31
```
Positions in Å, forces in eV/Å.

The energy relative to the best compared isomer or geometry (same formula, charge and spin) comes out at 47.7 kcal/mol. For the orbital gap, the calculation gives 11.15 eV. Its molecular weight is 121.52 g mol⁻¹.


In the order shown, the computed total energy values come out to -65804.0202 -87903.7052 -48863.6820 -11179.4531 -21281.4561 eV.
In the order shown, the computed maximum force values come out to 3.89 1.68 0.85 6.71 2.84 eV Å⁻¹.